Entry 1:
33
Properties=species:S:1:pos:R:3:forces:R:3:lowdin_charge:R:1 method="wB97M-V/def2-TZVPD" homo_energy_ha="-0.151 / -0.151" charge=-1 multiplicity=1 homo_lumo_gap_ev="6.07 / 6.07"
Br 2.47819 -0.13774 -0.93978 -0.281 -0.254 0.243 0.05
Cu 0.15879 -0.62523 -0.17023 0.216 0.037 -0.846 -0.01
S -1.31512 -2.29850 0.02730 -0.191 -0.076 -0.260 0.71
O -0.51250 -2.63604 -5.14702 0.314 -0.070 1.565 0.05
O -0.38778 1.33676 0.35181 0.627 0.502 1.025 -0.13
N 0.27617 -2.32560 2.19152 -0.244 -0.173 0.433 0.00
N -0.93378 -4.27374 1.78977 -0.669 -0.033 -0.844 0.04
N -0.28685 0.64367 -2.59270 0.263 -1.129 -0.402 0.07
N 0.44472 -0.99371 1.76259 -0.255 -0.373 -0.301 -0.11
C -0.11884 -1.74766 -2.94372 -0.292 -0.699 -0.870 -0.06
C -0.38020 0.82131 -3.92111 -0.042 -0.860 0.508 -0.13
C -0.12592 -0.60048 -2.17116 0.020 1.193 1.212 -0.38
C -0.45326 -0.24188 -4.82552 0.201 0.070 2.257 -0.02
C 0.14827 4.10561 2.62821 0.564 -0.652 0.607 -0.12
C -0.59491 -2.96121 1.49008 0.823 0.450 -0.835 -0.82
C 0.80647 2.08541 3.73947 0.843 0.962 0.934 -0.10
C 0.64553 -0.13893 2.68561 -0.126 1.314 1.482 -0.08
C 0.02006 1.95543 1.40783 -0.189 -0.669 0.329 -0.34
C 0.59000 1.32286 2.59959 -0.826 -1.047 -1.736 -0.14
C -0.36520 -1.55566 -4.30047 -0.069 0.899 -0.873 -0.29
C 0.67891 3.46492 3.76710 -0.188 0.045 0.423 -0.14
C -0.16865 3.36970 1.53641 0.003 -0.586 -0.999 -0.04
H -1.06629 -4.88923 0.98437 -0.092 0.720 0.260 0.07
H 0.73964 -0.46001 3.74410 0.056 -0.419 -0.716 0.13
H 0.96179 4.00583 4.68538 -0.300 -0.210 -0.613 0.09
H 0.01302 -2.78515 -2.60662 -0.067 0.780 0.234 0.11
H -0.30999 -4.69994 2.42195 0.780 -0.291 0.997 0.06
H 0.00432 5.16197 2.58141 -0.039 0.635 0.166 0.08
H -0.59007 -2.29470 -6.02216 -0.108 0.307 -1.020 0.08
H 1.17206 1.66851 4.68746 -0.120 -0.418 -0.559 0.10
H -0.38568 1.85196 -4.25763 -0.180 -0.027 -0.077 0.10
H -0.53143 3.83003 0.64121 -0.331 0.355 -0.346 0.10
H -0.61146 0.04148 -5.82503 -0.103 -0.282 -1.378 0.08

=====

Entry 2:
33
Properties=species:S:1:pos:R:3:forces:R:3:mulliken_spin:R:1 method="wB97M-V/def2-TZVPD" homo_energy_ha="-0.313 / -0.312" charge=0 multiplicity=6 s2=8.76 homo_lumo_gap_ev="8.47 / 6.71"
Fe 1.20737 -0.70337 1.01478 -0.760 0.140 -0.943 4.34
S 1.85137 0.22983 3.09488 1.019 -0.304 -0.996 0.18
S -3.00973 -2.34907 0.14478 0.851 0.156 0.257 0.02
S 5.27587 -0.96267 -1.11702 0.608 -0.015 -0.288 0.07
O 1.19317 0.44863 -0.92152 -0.383 -0.428 0.819 0.02
N -0.75293 0.81723 1.02718 0.407 -0.940 -0.040 0.03
N 2.95977 -1.43007 0.31908 -1.084 0.225 0.616 0.04
N -0.68913 0.11233 4.27068 -0.124 -0.041 0.010 0.06
N 2.95347 1.38613 -1.94512 -0.142 0.067 0.163 0.00
C -2.00203 -3.72627 0.33088 -0.146 0.287 -0.087 0.01
C 1.16257 0.49413 -3.31292 -0.173 -0.083 0.174 0.00
C 3.95197 -1.24527 -0.28802 -0.253 0.001 0.147 0.02
C -3.15003 2.12843 0.64298 0.134 0.063 0.030 0.00
C -1.65353 -1.29447 0.51328 -0.269 -1.215 -0.075 -0.07
C -2.03053 2.82053 1.08718 -0.059 -0.134 0.017 0.00
C -0.49703 -2.00377 0.75388 0.565 1.197 0.030 0.26
C -0.71543 -3.40007 0.63498 0.025 -0.226 0.044 0.00
C 0.34967 0.13963 3.76718 -1.040 0.064 0.582 -0.02
C -1.83523 0.12483 0.64288 -0.212 0.922 -0.017 0.02
C 1.76767 0.76223 -1.96142 0.512 0.244 -0.365 0.00
C -0.85293 2.11413 1.25388 0.086 0.385 -0.013 0.01
C -3.05543 0.77243 0.41198 0.302 -0.146 0.061 0.01
H 0.04677 -4.14757 0.78388 0.090 -0.058 0.010 0.00
H 3.44187 1.47553 -1.06532 -0.010 -0.068 -0.117 0.00
H -2.07023 3.87363 1.31338 0.022 0.090 -0.021 0.00
H 1.78467 -0.20197 -3.86972 0.110 -0.088 -0.013 0.00
H 0.17727 0.05753 -3.17582 0.011 0.021 -0.012 0.00
H -4.08683 2.64323 0.48478 -0.049 0.026 -0.002 0.00
H 0.05287 2.60993 1.57778 0.053 0.023 0.058 0.00
H -2.43383 -4.70117 0.20028 0.039 -0.189 -0.028 0.00
H -3.90583 0.20613 0.06358 -0.079 -0.022 0.022 0.00
H 3.48277 1.53923 -2.78582 -0.051 -0.071 0.001 0.00
H 1.08147 1.41003 -3.89162 0.002 0.117 -0.025 0.00

=====

Entry 3:
30
Properties=species:S:1:pos:R:3:forces:R:3:lowdin_charge:R:1 method="wB97M-V/def2-TZVPD" homo_energy_ha=-0.342 charge=0 multiplicity=1 smiles="C#CCN1C(=O)C(=O)N(N(C)c2ccccc2)C1=O" homo_lumo_gap_ev=8.90
O 1.74753 2.28763 -0.26840 0.038 -1.118 -1.629 0.15
O -0.05697 -1.51035 -1.83772 -1.986 1.529 -0.546 0.11
O 3.76518 0.38867 -0.98895 0.450 0.614 -0.045 0.17
N 1.97877 -0.87184 -1.56529 -1.529 3.994 -0.558 0.05
N 0.31058 0.74106 -1.18602 1.899 0.747 -0.490 0.10
N -0.83788 1.30821 -0.70292 -0.072 3.225 -2.589 -0.09
C 1.58020 1.28986 -0.95363 -1.895 3.748 3.336 -0.27
C -1.31507 2.56871 -1.40694 0.723 -1.238 -0.708 0.01
C 2.81489 -2.33453 1.26490 -0.264 -0.924 10.397 0.12
C -1.06102 1.15869 1.64185 1.458 2.516 4.072 -0.03
C -1.47646 0.84714 0.43249 -0.522 -3.044 -2.688 -0.30
C -2.41322 -0.60298 2.56317 0.002 0.420 -0.803 -0.07
C 2.77457 -2.26923 0.14132 -0.213 0.039 -10.110 -0.09
C -1.62827 0.57037 2.77456 -1.093 -2.890 -1.911 -0.05
C -2.31751 -0.24483 0.17814 -0.840 -0.567 0.425 -0.02
C 2.52304 -2.18681 -1.31657 -1.933 0.828 1.993 -0.07
C -2.77370 -1.00242 1.24800 -0.570 -0.880 -0.128 -0.08
C 0.61804 -0.51345 -1.65926 -1.653 -6.093 0.841 -0.36
C 2.59392 0.29263 -1.23391 3.326 -2.013 -0.032 -0.38
H 1.84601 -2.95472 -1.65373 -0.367 -0.019 -0.022 0.13
H -2.72730 -1.28779 3.34978 0.068 0.594 0.227 0.10
H -0.24848 1.92633 1.79006 -1.048 -0.764 -0.341 0.15
H 3.30492 -2.13151 -1.95203 3.350 -0.847 -1.403 0.10
H -0.54376 3.31887 -1.59186 0.455 -0.440 0.125 0.08
H 2.65952 -2.49021 2.33207 0.502 0.307 -0.896 0.06
H -2.54186 -0.53970 -0.86198 0.215 0.305 0.713 0.12
H -1.36648 0.81738 3.75049 0.544 0.572 1.416 0.08
H -3.39658 -1.95660 1.01448 1.210 1.825 0.769 0.13
H -2.09915 3.15168 -0.94110 -0.217 -0.682 0.864 0.09
H -1.71345 2.22972 -2.36100 -0.037 0.256 -0.276 0.08

=====

Entry 4:
40
Properties=species:S:1:pos:R:3:forces:R:3:mulliken_spin:R:1 method="wB97M-V/def2-TZVPD" homo_energy_ha="-0.188 / -0.192" charge=-1 multiplicity=3 s2=2.02 homo_lumo_gap_ev="6.56 / 6.78"
Se 2.98716 -0.66464 -1.02753 -0.095 0.255 0.040 -0.06
V 1.64795 -0.43894 1.05729 0.358 -0.326 0.310 2.08
P 3.99143 -0.20424 2.52673 0.183 0.007 -0.109 0.00
P 1.58239 1.13607 3.36738 -0.127 0.242 0.082 0.00
O 0.40681 -1.98226 0.59822 -0.028 -0.014 0.100 -0.02
O 5.18774 0.07006 1.73908 0.059 0.026 0.037 0.00
O 2.84518 1.03251 2.31024 0.062 0.125 0.013 0.00
O -5.93167 1.09286 0.31567 -0.002 -0.006 0.040 0.00
O 3.06486 -1.35893 2.11067 -0.137 -0.044 -0.157 -0.01
O 4.25416 -0.20554 4.08143 -0.131 0.036 0.000 0.00
O 0.71114 -0.00603 2.90184 -0.033 -0.008 -0.243 0.00
O 0.25298 0.80623 0.40832 -0.006 0.049 -0.063 -0.02
O -5.68468 -1.04465 0.29508 0.003 -0.010 0.050 0.00
O 2.09260 1.23610 4.75388 -0.024 -0.135 0.010 0.00
O 0.87471 2.49776 2.91723 0.088 0.015 0.098 0.00
N -5.23729 0.08952 0.33066 -0.188 0.013 -0.129 0.00
C 0.91772 -1.60189 -4.53599 0.010 -0.007 0.009 0.00
C -0.03767 -0.60168 -4.65281 -0.018 0.004 -0.012 0.00
C 1.72756 -0.62486 -2.47966 -0.041 -0.034 0.235 0.00
C 0.77678 0.38649 -2.60972 -0.035 -0.050 -0.195 0.00
C -0.10316 0.39230 -3.68599 0.067 -0.020 0.071 0.00
C -3.80379 0.26158 0.37304 0.333 0.186 0.040 0.00
C -2.98682 -0.83514 0.39844 -0.061 -0.251 -0.007 0.00
C -0.81448 -1.89162 0.47147 -0.103 -0.031 -0.027 0.02
C -1.89952 1.72328 0.41238 0.194 0.106 -0.037 0.00
C -3.24964 1.55757 0.38628 -0.199 -0.070 0.004 0.00
C 1.79091 -1.61521 -3.45684 -0.057 -0.038 -0.034 0.00
C -1.00635 0.61252 0.43241 -0.129 -0.134 -0.065 -0.02
C -1.59831 -0.69179 0.44321 -0.021 0.148 0.016 0.02
H 0.73136 1.16868 -1.86902 0.011 0.065 0.053 0.00
H 0.98110 -2.38078 -5.28659 0.003 -0.005 0.000 0.00
H -1.45081 2.70731 0.42836 -0.019 0.002 -0.005 0.00
H -1.37889 -2.82901 0.36859 0.026 -0.011 -0.019 0.00
H 3.51474 0.20890 4.59363 0.056 -0.050 -0.043 0.00
H -3.42944 -1.82327 0.38653 0.013 0.004 0.001 0.00
H -3.91988 2.40532 0.37553 0.026 0.013 0.002 0.00
H -0.83959 1.18293 -3.76909 -0.002 0.004 0.002 0.00
H 1.22788 3.22897 3.44017 -0.035 -0.044 -0.045 0.00
H 2.52818 -2.40220 -3.35960 -0.002 -0.009 -0.017 0.00
H -0.72337 -0.59428 -5.49093 0.001 -0.005 -0.006 0.00

=====

no.,molar mass (g/mol)
1,430.77
2,391.30
3,257.25
4,549.08